(1)
Molecular formula: C28H44BrN3P2Pd
Method: DFT, ωB97M-V/def2-TZVPD

Structure (XYZ):
```
79
Properties=species:S:1:pos:R:3
C 2.89273 4.98510 -0.93153
C 1.68438 4.62683 -1.55724
C 1.71099 4.23551 -2.90508
C 2.94884 3.92140 -3.46569
N 4.09619 4.08726 -2.79925
C 4.07881 4.63107 -1.58036
C 0.47571 4.45244 -0.82164
C -0.53546 4.01252 -0.30101
C -1.35076 3.25161 0.57521
C -0.72447 2.72984 1.73169
C -1.30965 1.60770 2.33622
C -2.10506 0.94324 1.42330
C -3.04867 1.52685 0.56203
C -2.62609 2.79226 0.14841
Pd -1.40171 -0.84567 0.83175
P 0.89418 -0.60106 0.30828
H 0.79365 4.08853 -3.47695
H 2.94233 5.44124 0.06072
H 2.97908 3.52604 -4.49253
H 5.04457 4.81989 -1.08307
H -3.16525 3.38020 -0.58059
H 0.23976 3.13363 2.05174
H -3.94457 1.01075 0.21909
H -1.10283 1.22506 3.33295
C 1.71184 -2.26079 0.46226
C 2.98143 -2.47757 -0.34487
H 0.96227 -3.01329 0.17380
H 1.87073 -2.40473 1.54082
H 3.37119 -3.47194 -0.10861
H 2.79333 -2.45504 -1.42245
H 3.77842 -1.76675 -0.11089
C 1.14781 -0.10776 -1.45984
C 2.50916 0.41816 -1.89071
H 0.38708 0.66006 -1.65964
H 0.87978 -0.98527 -2.06133
H 2.46023 0.66423 -2.95773
H 2.76948 1.34547 -1.36734
H 3.31832 -0.31438 -1.77321
C 1.95178 0.63575 1.18030
C 3.45015 0.34790 1.20683
H 1.57206 0.70192 2.20589
H 1.74672 1.60788 0.70502
H 3.94841 1.12137 1.80236
H 3.66953 -0.61575 1.67786
H 3.92045 0.37728 0.21696
Br -3.22138 -1.47099 2.30729
P -2.10853 -2.07892 -1.10856
C -0.84757 -2.83060 -2.20963
C -1.32462 -4.02171 -3.03225
H -0.01009 -3.11380 -1.55244
H -0.48171 -2.03994 -2.87909
H -0.50864 -4.35491 -3.68070
H -1.60424 -4.87177 -2.40254
H -2.17084 -3.75602 -3.67697
C -3.21791 -3.46301 -0.67273
C -4.51887 -3.47567 -1.46808
H -3.41018 -3.37690 0.40992
H -2.65039 -4.39100 -0.84686
H -5.21947 -4.17809 -0.99739
H -5.00602 -2.49009 -1.48799
H -4.36938 -3.80973 -2.50713
C -2.93539 -0.71692 -2.04126
C -3.20182 -0.95162 -3.52429
H -2.25448 0.14192 -1.90725
H -3.85925 -0.46791 -1.49267
H -3.61117 -0.02767 -3.94608
H -2.28636 -1.18256 -4.07588
H -3.94317 -1.73884 -3.70063
C -0.83238 0.66695 5.74514
N 0.19259 -0.24631 5.22718
C 1.24697 -0.71046 6.12646
C 0.08996 -0.84256 4.06154
N 0.11324 -1.38156 3.01249
H -0.69581 0.75432 6.82983
H -1.83503 0.27430 5.51882
H -0.73489 1.66551 5.29080
H 1.33644 -1.80289 6.05590
H 2.22540 -0.27413 5.87513
H 0.98810 -0.42537 7.14797
```

The value obtained for the frontier orbital gap (alpha / beta) is 6.6 / 5.2 eV. Its net charge is +2. The multiplicity is 3. The expectation value of S² is 2.055.

Mulliken atomic charge list, values in e, 8 entries:
1. C -0.435
2. C 0.287
3. C -0.340
4. C -0.422
5. N -0.520
6. C -0.312
7. C 0.350
8. C 0.050


(2)
Molecular formula: C16H15BrF8N5O4Ru
Method: DFT, ωB97M-V/def2-TZVPD

Structure (XYZ):
```
50
Properties=species:S:1:pos:R:3
Ru 0.03520 -0.14672 0.11816
F -3.93926 -0.00256 2.45570
C -3.30067 1.07047 1.99397
F -4.07939 1.71255 1.13295
F -2.99052 1.86910 3.00084
C -2.02444 0.60370 1.26415
O -0.89574 1.11600 1.52950
O -2.09823 -0.31390 0.40254
F 2.62783 0.22118 -0.32034
C 1.65901 1.16056 -0.24366
F 1.58376 1.82533 -1.38294
C 2.00531 2.12208 0.93330
F 1.85429 1.44513 2.08370
F 1.20595 3.17140 0.91933
F 3.26584 2.50262 0.81733
C 2.03340 -2.11166 1.60990
N 2.27820 -3.30258 2.37820
C 1.79196 -4.46795 1.63185
N 0.35067 -4.37036 1.38059
C 0.08507 -3.19015 0.60265
N 0.55506 -1.94705 1.33614
C -0.15952 -1.91547 2.67127
N 0.11013 -3.10736 3.42886
C 1.55547 -3.22153 3.65108
C -0.34552 -4.27475 2.66603
H 2.54827 -2.17662 0.65156
H 2.38261 -1.23217 2.15313
H 1.99168 -5.36816 2.21080
H 2.32320 -4.53655 0.68175
H -0.98642 -3.09471 0.41749
H 0.60734 -3.23987 -0.35352
H -1.23207 -1.84158 2.48084
H 0.18113 -1.03540 3.22037
H 1.75596 -4.12058 4.23134
H 1.90572 -2.35507 4.21376
H -1.42019 -4.19636 2.49429
H -0.15016 -5.17593 3.24510
Br -2.60649 1.48749 -7.00357
C -2.09173 1.38888 -5.20433
C -2.44917 2.40897 -4.32347
N -2.11036 2.39211 -3.04041
C -1.40682 1.36765 -2.59101
C -1.00748 0.30284 -3.38741
C -1.36394 0.31876 -4.73249
C -0.24688 -0.87354 -2.90235
O 0.00631 -1.83625 -3.54572
O 0.21137 -0.83119 -1.58042
H -3.02409 3.25801 -4.67140
H -1.15808 1.41313 -1.53370
H -1.07310 -0.49921 -5.37764
```

The value obtained for the frontier orbital gap (alpha / beta) is 7.0 / 5.5 eV. Its net charge is +1. The multiplicity is 5. The expectation value of S² is 6.020.

Mulliken atomic charge list, values in e, 8 entries:
1. Ru 0.880
2. F -0.227
3. C 0.711
4. F -0.224
5. F -0.217
6. C 1.046
7. O -0.607
8. O -0.567


(3)
Molecular formula: C2H13N2O2
Method: DFT, ωB97M-V/def2-TZVPD

Structure (XYZ):
```
19
Properties=species:S:1:pos:R:3
C 0.81729 -1.23072 -1.04356
N 1.67414 -0.37638 -1.89141
C 0.54846 -0.44059 0.23502
N -0.23807 0.75898 -0.11767
H 1.30421 -2.16764 -0.77762
H -0.09873 -1.40340 -1.60637
H 2.62492 -0.72504 -1.91845
H 1.35850 -0.38782 -2.85464
H 1.50536 -0.07935 0.58170
H 0.12711 -1.07295 1.00342
H -1.27239 0.71155 -0.10225
H -0.02031 1.53754 0.51147
H 0.15186 1.10405 -1.00440
H -4.06465 0.45716 -0.67261
H -3.03449 -0.60989 -0.88923
O -3.14829 0.25099 -0.45124
H 1.75424 0.95191 2.83718
H 0.53360 1.18977 3.74082
O 0.82024 0.74351 2.93744
```

The value obtained for the frontier orbital gap is 11.0 eV. Its net charge is +1.

Mulliken atomic charge list, values in e, 8 entries:
1. C -0.571
2. N -0.561
3. C -0.545
4. N -0.142
5. H 0.394
6. H 0.319
7. H 0.237
8. H 0.219


(4)
Molecular formula: C41H55N5O6
Method: DFT, ωB97M-V/def2-TZVPD

Structure (XYZ):
```
107
Properties=species:S:1:pos:R:3
C 2.32415 7.65009 1.34940
O 2.47920 6.96359 0.12034
C 1.84391 7.62832 -0.95674
C 1.45763 6.69033 -2.12986
C 1.41674 5.18196 -1.79543
C -0.02174 4.65622 -1.44252
C 0.09980 3.56278 -0.39907
C 0.26628 2.24019 -0.74550
C 0.41150 1.27324 0.21436
C 0.39591 1.60898 1.55747
C 0.19487 2.92051 1.91685
C 0.04368 3.90090 0.96387
C -0.18416 5.33892 1.40356
C -1.71418 5.59049 1.48882
C -2.37899 6.62422 0.58902
N -2.45232 4.93139 2.28501
C 0.57202 0.49451 2.54754
O 1.15916 0.59368 3.60952
C -0.07878 -0.81742 2.13772
C -0.66898 -1.59924 3.09180
C -1.28386 -2.76733 2.66398
C -1.31039 -3.14537 1.33894
C -2.02734 -4.44216 1.00439
C -1.15306 -5.49744 0.33032
N 0.05583 -5.75124 0.61242
C -0.69444 -2.32948 0.38299
C -0.75575 -2.73011 -1.08434
C -2.18038 -2.45595 -1.60709
C -2.90828 -3.39169 -2.31287
C -4.17762 -3.05192 -2.73904
C -4.71328 -1.81906 -2.47085
C -3.99776 -0.87723 -1.74952
C -4.53522 0.50906 -1.43660
C -2.73017 -1.22321 -1.31560
C -0.07936 -1.16107 0.78925
C 0.60889 -0.18552 -0.13581
O 1.30963 -0.50682 -1.07991
H 1.32540 8.10457 1.44368
H 2.38014 6.89647 2.14567
H 3.11102 8.40216 1.50292
H 0.98313 8.24157 -0.64464
H 2.57443 8.35562 -1.36048
H 0.43315 6.96428 -2.42156
H 2.07255 6.87100 -3.01619
H 1.67735 4.65589 -2.72494
H 2.14807 4.85702 -1.05105
H -0.69969 5.46130 -1.16083
H -0.42066 4.17905 -2.34761
H 0.28283 1.95105 -1.79599
H 0.18701 3.16476 2.98003
H 0.22099 6.05759 0.68899
H 0.31309 5.50070 2.36538
H -1.66096 7.11050 -0.08037
H -2.98971 7.33194 1.15290
H -3.06624 6.06805 -0.06548
H -1.87589 4.27888 2.82055
H -0.67232 -1.34537 4.14709
H -1.77818 -3.37107 3.42402
H -2.46570 -4.85172 1.92343
H -2.86965 -4.19900 0.33981
H -1.63180 -6.08939 -0.46349
H 0.34675 -5.11396 1.36306
H -0.45986 -3.77182 -1.24096
H -0.07206 -2.13121 -1.69245
H -2.50491 -4.37855 -2.52997
H -4.77078 -3.77837 -3.29226
H -5.70381 -1.52652 -2.81716
H -3.94990 1.26273 -1.97864
H -5.58392 0.58048 -1.73697
H -4.38573 0.69735 -0.36811
H -2.19598 -0.46802 -0.73951
C 0.61119 5.54852 -7.41263
C 0.69658 4.76324 -6.12705
O -0.00277 5.02348 -5.16018
N 1.58906 3.73926 -6.07245
C 2.49785 3.28256 -7.10781
H -0.13918 6.32598 -7.30310
H 1.56997 6.01909 -7.63462
H 0.31924 4.89682 -8.23713
H 1.59407 3.25769 -5.18686
H 2.28030 2.23841 -7.33841
H 3.52269 3.35301 -6.73956
H 2.40344 3.87380 -8.01225
C -0.51018 -8.99875 0.74560
C -0.48752 -9.86090 1.98284
O -1.20218 -9.63537 2.94598
N 0.36897 -10.91940 1.99790
C 1.28839 -11.34442 0.95987
H -1.23309 -8.20290 0.87956
H 0.46907 -8.55027 0.57878
H -0.80353 -9.59207 -0.12278
H 0.33325 -11.45196 2.85261
H 1.04229 -12.36492 0.65996
H 2.30554 -11.33249 1.35612
H 1.23782 -10.69649 0.09142
C 2.35603 -2.09697 5.11850
C 2.38970 -2.93784 6.37060
O 1.67461 -2.70282 7.33104
N 3.25582 -3.98846 6.40227
C 4.17675 -4.42313 5.36969
H 1.62609 -1.30398 5.23836
H 3.33200 -1.64315 4.94035
H 2.06766 -2.70696 4.26017
H 3.22655 -4.50668 7.26604
H 3.93903 -5.45079 5.08792
H 5.19469 -4.39539 5.76341
H 4.11846 -3.79078 4.49020
```

The value obtained for the frontier orbital gap is 8.6 eV. Its structure (SMILES) is [H]/N=C\Cc1ccc2c(c1Cc1cccc(C)c1)C(=O)c1cc(CCCCOC)c(C/C(C)=N\[H])cc1C2=O.CNC(C)=O.CNC(C)=O.CNC(C)=O.

Mulliken atomic charge list, values in e, 8 entries:
1. C -0.778
2. O -0.361
3. C -0.470
4. C -0.901
5. C -0.629
6. C -1.102
7. C 0.736
8. C -1.086


Please write out number 2 again, unchanged.
Molecular formula: C16H15BrF8N5O4Ru
Method: DFT, ωB97M-V/def2-TZVPD

Structure (XYZ):
```
50
Properties=species:S:1:pos:R:3
Ru 0.03520 -0.14672 0.11816
F -3.93926 -0.00256 2.45570
C -3.30067 1.07047 1.99397
F -4.07939 1.71255 1.13295
F -2.99052 1.86910 3.00084
C -2.02444 0.60370 1.26415
O -0.89574 1.11600 1.52950
O -2.09823 -0.31390 0.40254
F 2.62783 0.22118 -0.32034
C 1.65901 1.16056 -0.24366
F 1.58376 1.82533 -1.38294
C 2.00531 2.12208 0.93330
F 1.85429 1.44513 2.08370
F 1.20595 3.17140 0.91933
F 3.26584 2.50262 0.81733
C 2.03340 -2.11166 1.60990
N 2.27820 -3.30258 2.37820
C 1.79196 -4.46795 1.63185
N 0.35067 -4.37036 1.38059
C 0.08507 -3.19015 0.60265
N 0.55506 -1.94705 1.33614
C -0.15952 -1.91547 2.67127
N 0.11013 -3.10736 3.42886
C 1.55547 -3.22153 3.65108
C -0.34552 -4.27475 2.66603
H 2.54827 -2.17662 0.65156
H 2.38261 -1.23217 2.15313
H 1.99168 -5.36816 2.21080
H 2.32320 -4.53655 0.68175
H -0.98642 -3.09471 0.41749
H 0.60734 -3.23987 -0.35352
H -1.23207 -1.84158 2.48084
H 0.18113 -1.03540 3.22037
H 1.75596 -4.12058 4.23134
H 1.90572 -2.35507 4.21376
H -1.42019 -4.19636 2.49429
H -0.15016 -5.17593 3.24510
Br -2.60649 1.48749 -7.00357
C -2.09173 1.38888 -5.20433
C -2.44917 2.40897 -4.32347
N -2.11036 2.39211 -3.04041
C -1.40682 1.36765 -2.59101
C -1.00748 0.30284 -3.38741
C -1.36394 0.31876 -4.73249
C -0.24688 -0.87354 -2.90235
O 0.00631 -1.83625 -3.54572
O 0.21137 -0.83119 -1.58042
H -3.02409 3.25801 -4.67140
H -1.15808 1.41313 -1.53370
H -1.07310 -0.49921 -5.37764
```

The value obtained for the frontier orbital gap (alpha / beta) is 7.0 / 5.5 eV. Its net charge is +1. The multiplicity is 5. The expectation value of S² is 6.020.

Mulliken atomic charge list, values in e, 8 entries:
1. Ru 0.880
2. F -0.227
3. C 0.711
4. F -0.224
5. F -0.217
6. C 1.046
7. O -0.607
8. O -0.567


- What is the formula in the fourth record?
  C41H55N5O6